Entry 1:
The following is a quantum chemistry calculation of an isolated molecule of C20H23N5 in a non-equilibrium geometry, from OMol25.

Each line ends with the Löwdin charge.
Cartesian coordinates (Å):
N1 -2.7838 -1.3038 -3.1703  0.156
C1 -2.2792 -1.0902 -2.1186  -0.169
N2 0.1050 -0.8818 0.7031  0.192
C2 3.3207 1.4832 1.4803  0.023
C3 2.5041 1.3419 2.6120  -0.145
C4 -0.4994 0.0927 1.4028  -0.282
C5 -0.4896 -1.2145 -0.4164  -0.301
C6 5.0032 -2.6417 -2.6277  -0.089
C7 4.5002 -1.5666 -1.8829  -0.088
C8 4.1212 -3.5493 -3.2509  -0.078
C9 3.1232 -1.3577 -1.7825  -0.039
C10 2.7358 -3.3326 -3.2104  -0.034
C11 -1.6641 -0.6453 -0.8982  -0.118
C12 2.2417 -2.2384 -2.4583  -0.204
C13 -1.6962 0.7103 1.0671  -0.073
C14 -2.3264 0.2968 -0.1186  -0.085
N3 0.2333 0.3750 2.5556  0.024
N4 0.2815 -2.1881 -1.0330  0.048
N5 -3.4808 2.3930 1.3839  -0.210
C15 -4.1127 3.3418 2.3300  -0.086
C16 1.0330 1.6290 2.5738  -0.223
C17 0.7320 -2.0108 -2.4147  -0.152
C18 -2.3648 1.6547 2.0378  -0.124
C19 -3.6269 0.9581 -0.4910  -0.117
C20 -4.3840 1.4577 0.7083  -0.193
H1 2.9584 1.8527 0.5314  0.044
H2 4.3950 1.2551 1.5067  0.048
H3 2.8962 0.9943 3.5666  0.092
H4 6.0703 -2.7569 -2.7328  0.094
H5 5.2008 -0.8759 -1.4011  0.102
H6 4.5035 -4.4030 -3.7988  0.097
H7 2.6901 -0.4795 -1.3148  0.103
H8 2.0302 -3.9525 -3.7407  0.104
H9 0.7278 -0.4723 2.8067  0.118
H10 0.9893 -2.5217 -0.4018  0.119
H11 -3.3934 4.1070 2.6686  0.086
H12 -4.4862 2.8145 3.2073  0.075
H13 -4.9562 3.8553 1.8802  0.075
H14 0.7516 2.2265 3.4678  0.110
H15 0.7816 2.2473 1.6911  0.124
H16 0.1873 -2.6651 -3.0685  0.101
H17 0.5642 -0.9587 -2.7431  0.136
H18 -1.6567 2.3670 2.4638  0.113
H19 -2.7698 1.0939 2.8776  0.125
H20 -4.2333 0.2322 -0.9881  0.108
H21 -3.4587 1.7407 -1.1872  0.125
H22 -4.6861 0.6214 1.3665  0.131
H23 -5.3330 1.9644 0.3614  0.140

Force components x, y, z for each atom (eV/Å):
1.5957 0.4578 3.5206
-1.2838 -0.2901 -3.4785
-1.5268 1.4833 0.9635
-1.2670 -0.5036 3.2373
1.9718 0.4627 -3.3052
1.3264 -0.8376 0.4312
1.8112 -1.4578 -0.5504
-1.0180 -0.2746 0.0262
-0.0434 0.0085 -0.0920
-0.0931 0.6493 0.1007
-0.3570 -0.8513 -1.0734
0.6745 1.2279 1.1577
-0.7835 -0.4307 -0.6081
0.1754 -0.4820 -0.6217
-0.4342 -0.1060 -0.2227
0.6364 1.2722 1.0798
-0.6829 0.8121 0.7079
-1.2073 -0.1354 -1.2051
0.2582 0.6879 0.6513
0.5608 -0.6582 -0.2959
-0.4733 0.2172 0.4031
0.8441 0.9287 0.5071
-0.8650 0.6607 -0.8230
-0.0649 -1.4981 0.3626
-0.3132 1.0082 0.2605
-0.3310 0.0129 0.0473
-0.5502 0.0447 0.1828
0.1630 -0.0301 -0.2756
0.1025 -0.1492 0.0564
-0.3089 -0.2331 -0.2036
0.0955 0.1189 -0.0116
0.2006 -0.1221 0.2911
0.0449 -0.2258 -0.0143
0.4440 0.4404 -0.0942
0.1691 0.1790 0.0034
-0.1467 -0.4047 -0.2401
-0.1323 -0.0744 0.3958
-0.0277 -0.0130 -0.3007
0.1431 -0.2656 -0.4202
0.0831 -0.4298 0.3022
-0.0541 -0.3169 -0.5399
-0.1953 -0.5973 0.2163
-0.0335 0.0811 -0.1725
-0.0123 -0.3994 0.4213
-0.4700 -0.6046 -0.5878
0.2729 0.8774 -0.6037
0.0226 0.0700 -0.0712
1.0797 -0.3095 0.4855

Largest force on an atom, eV Å⁻¹: 3.89
SMILES: C=CCNc1nc(NCc2ccccc2)c(C#N)c2c1CN(C)CC2
Energy relative to the best compared isomer or geometry (same formula, charge and spin), kcal/mol: 65.4
Spin multiplicity: 1
Gap between HOMO and LUMO, eV: 8.72

Entry 2:
The following is a quantum chemistry calculation of a cluster of 3 separate species, C4H17N2O2 in total in a non-equilibrium geometry, from OMol25.

Each line ends with the Löwdin charge.
Cartesian coordinates (Å):
C1 -1.1779 0.1591 -0.4841  -0.235
N1 -1.8378 -0.8946 0.2751  0.022
C2 0.2904 -0.1873 -0.7001  -0.122
N2 0.9129 -0.7859 0.5184  0.025
C3 1.1542 0.1541 1.6513  -0.168
C4 2.0069 -0.4794 2.7329  -0.062
H1 -1.6092 0.2709 -1.4693  0.125
H2 -1.1775 1.0698 0.0834  0.080
H3 -2.4718 -1.4715 -0.2580  0.088
H4 -2.3256 -0.5255 1.0786  0.083
H5 0.3018 -1.0379 -1.3928  0.135
H6 0.8664 0.6206 -1.1260  0.134
H7 0.3316 -1.5971 0.7617  0.167
H8 1.7914 -1.2450 0.2549  0.181
H9 0.1916 0.3273 2.0894  0.123
H10 1.5655 1.0651 1.2751  0.124
H11 2.8330 -1.1309 2.4421  0.085
H12 2.4216 0.3163 3.3381  0.087
H13 1.4622 -1.1006 3.4491  0.088
H14 -1.6546 -2.1620 -5.1970  0.038
H15 -1.2894 -0.7164 -5.2867  0.036
O1 -1.2542 -1.4593 -4.6723  -0.072
H16 -1.1830 3.4360 -0.0106  0.045
H17 0.1436 4.1149 0.3410  0.048
O2 -0.2920 3.2594 0.3059  -0.057

Force components x, y, z for each atom (eV/Å):
0.4430 -0.4719 0.5009
0.2777 -0.1371 0.3469
-0.4973 -1.6351 -0.9046
0.8077 -0.0997 -0.4713
-0.1182 -1.4312 0.7506
0.2683 -0.3709 0.8188
-0.1445 0.4186 -0.1806
-0.4627 0.5968 0.0482
0.0171 0.0891 -0.0846
-0.1302 -0.0886 -0.0954
0.1524 0.3114 -0.2325
0.2917 0.2408 0.2921
-0.5868 0.4673 0.4350
0.0763 0.4766 -0.0417
-0.5722 0.5143 -0.0028
0.2188 0.4564 -0.4527
0.1098 0.3405 -0.5829
0.2285 0.1873 0.0730
-0.4261 0.1202 -0.2891
0.0439 -0.1654 0.1958
0.1118 0.0912 0.1620
-0.1417 0.1030 -0.2806
0.0020 0.1708 -0.0039
-0.0057 0.1208 0.0027
0.0366 -0.3053 -0.0030

Largest force on an atom, eV Å⁻¹: 1.93
Total charge: +1
Energy relative to the best compared isomer or geometry (same formula, charge and spin), kcal/mol: 23.1
Spin multiplicity: 1
Gap between HOMO and LUMO, eV: 10.95

Entry 3:
The following is a quantum chemistry calculation of a structure of composition CH4N2O in a non-equilibrium geometry, from OMol25.

Each line ends with the Löwdin charge.
Cartesian coordinates (Å):
N1 -0.6297 -0.5397 -0.8563  0.104
C1 0.2969 -0.0970 0.1292  -0.839
O1 0.9963 -0.8583 0.7833  0.013
N2 0.6138 1.2493 0.0240  0.194
H1 -1.6242 -0.4803 -0.6650  0.088
H2 -0.3626 -1.4910 -1.0611  0.089
H3 -0.4979 0.7289 0.8225  0.272
H4 1.2073 1.4882 0.8234  0.079

Force components x, y, z for each atom (eV/Å):
0.1036 -0.4376 -0.0653
2.4142 -1.9769 -1.2567
-0.3739 -0.9081 0.1481
-3.9779 0.5890 2.1462
0.2875 0.2300 0.0259
-0.3340 -0.2619 0.0573
1.7215 3.1039 -1.0257
0.1590 -0.3384 -0.0298

Largest force on an atom, eV Å⁻¹: 4.56
Energy relative to the best compared isomer or geometry (same formula, charge and spin), kcal/mol: 92.4
Spin multiplicity: 1
Gap between HOMO and LUMO, eV: 9.19

Entry 4:
The following is a quantum chemistry calculation of a cluster of 2 separate species, C3H8N2O in total in a non-equilibrium geometry, from OMol25.

Each line ends with the Löwdin charge.
Cartesian coordinates (Å):
C1 1.4099 -3.4087 0.8268  0.203
C2 1.9689 -2.8647 1.9503  -0.127
N1 1.8182 -3.2664 3.2126  0.181
H1 1.4407 -4.5550 0.8701  0.151
H2 1.4907 -3.0024 -0.0852  0.052
H3 2.7966 -2.1119 1.9226  0.171
H4 1.2447 -3.9870 3.7763  0.203
H5 2.5173 -2.8791 3.9018  0.166
C3 -2.4324 4.1955 -3.3569  -0.474
N2 -2.4183 4.4941 -2.0423  0.108
O1 -3.3603 3.6644 -3.8421  0.058
H6 -1.4560 4.0804 -3.8198  0.118
H7 -1.7038 4.7784 -1.3449  0.122
H8 -3.3162 4.8624 -1.9694  0.069

Force components x, y, z for each atom (eV/Å):
0.3326 -4.5238 2.1124
1.3516 0.6923 3.1454
0.9549 -0.3973 1.9891
-0.9588 1.6706 -0.1844
-0.0028 1.7581 -3.1062
-1.1129 -0.2201 -0.4835
0.4791 1.2151 -2.3066
-1.0488 -0.2024 -1.1698
4.3100 -2.1340 0.8325
0.7941 1.0078 1.4720
-3.2366 -0.1933 -1.9883
0.6449 0.7295 -0.5013
-0.5846 -0.0290 -1.7042
-1.9229 0.6265 1.8928

Largest force on an atom, eV Å⁻¹: 5.00
Total charge: +1
Energy relative to the best compared isomer or geometry (same formula, charge and spin), kcal/mol: 44.2
Spin multiplicity: 2
Gap between HOMO and LUMO (spin up / spin down), eV: 6.82 / 3.81